Entry from the Open Molecules 2025 dataset: 5 unconnected molecules or ions with the total composition C3H17NO4 at a distorted geometry (the ωB97M-V functional and the def2-TZVPD basis).

Its total energy is -13063.7696 eV. Its energy above the lowest of the compared OMol25 structures with the same formula, charge and spin is 209.46 kJ/mol.

```
! wB97M-V def2-TZVPD RIJCOSX def2/J DEFGRID3
* xyz -1 2
O -2.86998 0.79725 -0.63740
O -3.97000 0.50867 1.68132
O -1.64985 1.08679 2.70326
O 0.08268 0.99496 0.76968
N 2.07036 -1.33927 -0.87337
C 2.49476 -0.25346 -1.73773
C 3.01972 -1.65665 0.35699
C 2.12982 -0.69619 -3.14616
H 3.46872 0.14180 -1.57578
H -0.86292 1.14146 2.01738
H 3.99195 -1.32916 0.50400
H 3.02452 -2.75890 0.54626
H 1.77579 -2.25592 -1.36496
H 2.42524 -1.21065 1.28703
H 2.17336 0.07188 -3.99986
H 3.02524 -1.27966 -3.45255
H -3.26448 0.36970 2.37939
H 0.51754 0.09091 1.05380
H 1.89619 0.56365 -1.45571
H -4.04839 1.51860 1.68227
H -3.71525 0.64035 -0.94616
H -0.40825 0.73717 -0.05214
H -2.98946 1.02628 0.33064
H -1.24384 1.43993 3.44670
H 1.13292 -0.99626 -3.26013
*
```

Calculated atomic charges, method natural (NBO), unit e: number 1, O, carries -1.000; number 2, O, carries -0.990; number 3, O, carries -1.213; number 4, O, carries -1.091; number 5, N, carries -0.664; number 6, C, carries -0.265; number 7, C, carries -0.661; number 8, C, carries -0.649; number 9, H, carries 0.176; number 10, H, carries 0.486; number 11, H, carries 0.182; number 12, H, carries 0.179; number 13, H, carries 0.364; number 14, H, carries 0.121; number 15, H, carries 0.193; number 16, H, carries 0.206; number 17, H, carries 0.519; number 18, H, carries 0.409; number 19, H, carries 0.181; number 20, H, carries 0.453; number 21, H, carries 0.451; number 22, H, carries 0.483; number 23, H, carries 0.489; number 24, H, carries 0.423; number 25, H, carries 0.217